(1)
ORCA calculation (ωB97M-V/def2-TZVPD) on a 8-piece molecular cluster, C78H168F3N7O3S overall in a non-equilibrium geometry.

Geometry (Å):
C: 3.785 2.431 -0.298
H: -4.507 5.052 0.957
F: -1.219 0.656 -0.891
H: 2.372 3.212 2.416
C: 4.166 -5.619 -1.884
H: 4.956 7.821 -4.192
C: -8.524 1.530 -2.510
H: -3.220 -4.724 -1.796
H: 2.521 -3.718 -3.027
C: -1.050 3.018 -6.822
C: -1.778 2.233 8.104
H: 3.760 1.041 11.154
H: -0.167 -4.574 1.802
H: -4.326 -2.260 -4.982
H: -3.438 1.461 -6.225
H: -9.798 3.302 4.141
C: 7.873 0.205 -0.638
H: 1.869 2.514 6.803
H: 3.681 -5.716 0.149
C: -3.265 -5.628 -2.404
H: 3.499 -4.951 -4.759
H: 3.188 0.649 8.331
H: -10.379 3.510 0.943
C: 8.649 3.745 -4.126
H: -1.478 0.442 3.622
C: 4.703 2.680 9.976
H: -1.114 -0.048 -4.622
C: 5.924 1.360 0.695
H: 4.228 0.371 3.515
C: -9.501 4.135 1.101
H: -0.038 2.811 5.579
C: 2.850 0.927 9.330
H: -2.174 0.191 7.712
H: 7.062 6.309 -3.754
H: -5.780 2.266 0.195
H: -7.650 1.920 2.727
H: 4.681 5.074 -5.159
C: 1.866 -4.442 -3.513
H: -1.281 2.690 -4.686
H: 3.923 -4.032 -0.191
H: 1.810 1.942 4.173
H: -9.371 1.708 2.632
H: -0.014 -0.002 9.667
C: -1.733 0.134 -5.501
H: -1.009 -2.247 -4.863
H: -0.681 -5.203 -1.283
H: -0.280 3.726 7.689
C: 3.285 -1.448 3.065
H: -1.944 -5.734 3.328
H: 3.158 -2.701 -5.345
C: 3.144 3.577 1.738
H: -2.846 -0.649 -2.714
C: -2.519 0.630 3.360
F: -0.540 0.019 1.021
H: 1.430 -3.053 -5.822
H: 4.651 -4.915 -2.561
H: 0.877 -4.349 4.686
H: -2.329 3.404 0.334
H: 3.601 3.341 -5.818
H: 9.500 3.107 -3.885
H: -1.966 -7.195 -3.108
O: 0.248 -1.224 -2.637
H: 4.953 5.106 -3.437
H: 1.312 -4.097 -0.887
H: -3.283 1.293 -4.524
H: 4.096 3.482 10.397
C: 0.963 1.279 4.349
H: 8.250 -0.066 0.349
H: -5.270 -1.546 -2.367
H: -2.141 -4.830 0.936
H: -7.965 1.266 0.275
C: 8.301 3.637 -5.632
H: -4.678 4.325 -0.520
N: -2.961 -3.891 2.738
H: 2.197 -1.376 3.063
C: 2.444 -4.682 -4.812
H: 1.506 -5.707 -0.338
H: -0.851 -3.669 -7.218
H: 6.992 3.920 -2.579
H: -3.227 -3.427 0.622
H: 2.011 1.882 -4.296
C: -3.263 3.146 0.833
C: -5.719 3.053 0.946
H: -3.062 -5.299 -3.423
H: 3.497 -2.268 2.379
H: 4.422 2.401 3.022
C: -3.214 -1.277 -7.074
H: 2.940 -2.626 4.986
H: 1.961 -0.548 -4.774
C: 3.650 -1.884 4.621
C: 4.864 2.595 -4.174
H: -1.102 0.169 -6.389
H: -6.879 4.613 1.874
H: 6.352 8.409 -5.038
H: -9.427 4.818 0.254
H: 5.880 -0.622 -0.059
H: -2.243 0.590 9.331
N: -2.598 -1.170 -5.713
C: -0.150 0.389 8.659
C: -2.079 -6.552 -2.235
H: -8.902 3.474 -1.668
C: -4.563 4.051 0.529
H: 3.359 -6.812 -3.431
C: 3.554 -4.960 -0.626
H: 5.108 -0.495 2.516
H: -4.396 -0.532 -4.850
H: 3.523 -1.050 5.312
H: -4.063 -2.038 -1.127
H: -0.332 3.835 -6.754
C: 2.902 0.001 -4.794
C: 3.903 2.381 -5.401
H: 4.444 2.967 -3.240
H: 6.574 2.303 -6.031
C: 0.788 -4.718 3.664
H: -2.647 3.562 -5.573
H: -8.736 5.345 2.639
H: -0.791 1.211 5.645
H: 2.283 3.051 8.971
C: 5.661 7.568 -4.984
C: 1.996 -4.944 -0.942
H: 6.302 3.967 -6.599
C: 6.461 6.251 -4.661
H: -3.937 -6.409 2.831
H: 8.885 2.795 -6.003
H: -3.880 -2.005 2.243
H: -8.186 4.004 4.110
C: -1.635 0.788 8.448
C: -0.404 -4.237 2.812
O: -0.579 -2.577 -0.671
H: -0.537 3.394 9.385
H: -3.839 -4.748 4.369
C: 3.126 -6.475 -2.420
H: -2.091 -1.976 -8.929
H: -2.697 1.687 3.559
H: -3.090 3.074 1.907
C: -8.594 2.078 -0.091
H: -0.400 -3.164 2.621
H: 4.620 -2.381 4.652
C: -1.722 -4.668 3.387
N: 4.421 1.661 0.906
C: -0.775 -5.776 -2.206
C: -2.692 1.356 -5.438
H: 5.735 0.549 -1.317
C: -4.252 -4.442 3.408
H: 0.688 -7.192 -1.832
C: -8.954 3.538 3.493
H: 5.023 -6.193 -1.531
H: 0.344 1.279 3.452
H: 8.392 1.090 -1.007
C: 1.096 1.745 6.823
H: 5.139 3.400 1.571
H: 1.519 0.742 6.878
H: -2.698 0.297 2.338
H: 3.193 1.788 -0.951
H: 1.812 3.224 0.166
H: -4.305 -5.935 -2.518
H: -4.958 -3.612 3.438
H: 2.714 -3.792 -6.734
H: -5.271 -4.535 0.922
C: 0.599 -6.407 -2.583
N: 1.863 -5.555 -2.330
C: 5.463 5.062 -4.399
H: -3.473 2.162 0.414
C: 7.269 3.414 -3.503
C: 4.168 1.277 10.170
C: 4.383 2.733 1.984
H: 1.484 0.345 4.560
C: -0.477 2.926 8.403
C: -9.532 4.614 2.500
H: 6.620 2.177 0.506
H: -2.234 -7.208 -1.379
H: 4.624 2.825 -0.871
C: -2.983 -2.345 2.761
C: 2.450 -3.428 -5.741
H: -4.355 0.057 4.092
C: -3.221 -1.553 -3.194
C: 1.826 2.095 9.225
H: 4.935 2.804 8.918
H: -1.706 -4.397 4.442
H: 2.449 0.003 9.748
H: 8.964 4.774 -3.951
H: -7.769 0.746 -2.567
C: 0.162 1.740 5.634
C: -1.195 -2.643 -7.087
C: -0.192 0.185 -0.267
H: 1.463 2.185 10.249
S: 0.305 -1.541 -1.186
C: -1.698 -2.482 -5.675
H: 3.201 4.592 2.130
H: 5.722 2.608 10.357
C: -4.347 -5.064 1.155
F: 0.825 1.025 -0.337
H: 4.438 1.965 -6.255
C: -3.745 -1.389 -4.677
H: -2.031 -2.130 4.495
H: 1.863 -5.513 -5.210
C: 6.306 0.315 -0.419
H: -1.984 2.501 7.067
H: 0.154 -0.443 8.025
C: 3.597 0.460 1.291
C: -4.310 -2.031 -2.189
H: -9.451 1.009 -2.271
H: -5.600 -5.979 2.787
H: -9.613 1.726 0.069
H: -2.381 -3.264 -5.345
H: 5.025 0.618 10.032
H: -2.380 -2.245 -3.139
H: 3.560 -0.256 0.471
C: -4.610 -5.608 2.523
C: -1.941 2.732 -5.553
H: 7.253 2.347 -3.281
O: 1.728 -1.750 -0.815
H: 5.108 7.629 -5.921
H: -3.745 -2.366 4.654
C: -3.330 -0.224 4.331
N: 6.061 3.614 -4.456
H: 0.397 -5.712 3.881
H: 8.609 4.526 -6.182
H: -7.220 4.452 0.186
C: -3.042 -4.301 1.246
H: -4.202 -1.736 -7.063
C: -2.433 -2.323 -7.954
H: -2.552 2.572 8.792
H: -1.759 3.369 -7.573
C: 2.666 1.500 -5.079
N: -8.370 3.057 1.139
H: -4.228 -5.964 0.552
H: -7.236 2.951 -1.611
H: -3.121 0.036 5.369
C: -2.995 -1.754 4.154
H: 2.023 1.535 -5.958
H: -5.468 2.688 1.941
H: 3.132 4.423 -0.330
H: -2.996 -3.237 -8.145
H: -0.349 -1.956 -7.065
H: -3.204 -0.280 -7.515
H: 2.619 0.872 1.538
C: 2.851 3.542 0.247
C: 4.069 -0.173 2.584
C: -8.265 2.602 -1.521
H: 3.452 -0.347 -5.669
C: 6.766 3.356 -5.825
H: 1.724 -4.610 3.115
C: -8.583 2.459 2.564
H: 2.683 -7.380 -2.004
H: 0.807 -4.183 -3.547
H: 6.188 1.040 1.702
H: -0.940 -5.055 -3.007
H: -2.075 -1.968 2.289
C: -7.040 3.872 1.091
H: 8.264 -0.501 -1.370
H: -10.448 5.070 2.877
H: 3.490 -0.182 -3.895
H: -8.651 2.083 -3.440
H: 5.312 1.625 -3.958
H: 7.092 6.093 -5.536
H: 0.584 -6.691 -3.635
N: 0.556 1.750 8.309
H: -0.598 2.139 -7.281
H: -4.535 -3.034 -2.552

* net charge: +6
* HOMO-LUMO gap: 10.19 eV
* lowest unoccupied orbital energy: -9.59 eV

---

(2)
ORCA calculation (ωB97M-V/def2-TZVPD) on C33H31N2O2Ta as an isolated structure.

Geometry (Å):
H: -1.865 1.580 3.595
C: -5.109 -1.367 -2.281
C: -3.712 -2.366 -0.592
H: 1.209 2.094 2.864
C: -0.906 -2.812 1.777
C: 0.051 3.850 -2.729
C: -0.754 -2.578 -3.040
H: 2.867 -1.643 -1.452
H: 2.761 2.498 -0.423
C: -3.072 -1.147 -0.428
C: -2.878 -1.742 2.666
C: -2.755 -2.482 3.822
C: -1.700 -3.390 3.970
H: 0.006 -4.294 3.046
H: -3.478 -2.358 4.618
C: -1.399 1.228 2.676
H: 4.462 0.831 -2.406
C: -4.467 -0.147 -2.102
C: 3.370 0.819 -2.453
H: 2.951 2.218 2.768
H: -0.384 -2.710 -0.943
O: -1.759 1.651 1.533
C: 2.293 -2.640 0.994
H: -3.422 -3.222 0.005
C: -1.930 -1.896 1.653
H: 0.071 2.321 -4.230
C: -0.310 3.126 -0.464
H: 0.225 4.646 -3.442
H: 3.084 0.087 -3.209
C: -0.480 -2.058 -1.799
H: -0.442 3.373 0.582
H: 1.964 3.243 1.732
H: -1.126 -2.073 -5.098
C: 2.613 -0.859 -0.746
C: -0.378 1.797 -0.899
H: -4.774 0.720 -2.673
H: -2.986 0.932 -0.983
N: -1.976 -1.025 0.495
H: -5.229 -3.421 -1.667
N: -0.307 -0.741 -1.577
C: 2.036 2.249 2.173
H: -0.807 0.355 -4.710
C: -0.698 -0.350 -3.898
H: 1.668 -0.439 2.481
C: 2.816 0.466 -1.102
C: -0.879 -1.703 -4.111
C: -3.447 -0.034 -1.170
H: 3.342 -2.842 1.225
O: -0.465 0.369 2.674
C: -0.277 1.521 -2.262
H: -3.695 -1.042 2.533
H: -0.228 -2.979 0.956
H: -5.919 -1.451 -2.994
C: 2.185 -1.213 0.532
C: -0.090 4.148 -1.377
C: -0.789 -3.564 2.949
H: 2.000 -3.351 0.219
C: -4.731 -2.471 -1.527
C: 2.110 1.177 1.120
C: -0.410 0.107 -2.626
H: 3.045 1.809 -2.770
C: 1.860 -0.182 1.447
C: -0.048 2.536 -3.175
H: -0.036 5.175 -1.037
H: -0.887 -3.644 -3.159
H: 1.726 -2.820 1.902
H: -1.606 -3.963 4.883
C: 2.564 1.466 -0.157
Ta: -0.496 0.205 0.495

* net charge: +2
* HOMO-LUMO gap: 6.78 eV
* energy relative to the best compared isomer or geometry (same formula, charge and spin): 37.16 kJ/mol
* lowest unoccupied orbital energy: -7.47 eV

---

(3)
ORCA calculation (ωB97M-V/def2-TZVPD) on C63H54AsCl2CoNO2PS2 as an isolated structure in a non-equilibrium geometry.

Geometry (Å):
C: -5.919 4.166 -0.513
C: 0.398 2.284 1.243
C: -0.168 3.338 2.163
C: 2.582 0.344 -3.984
H: 3.523 -5.885 1.869
C: 5.557 2.957 0.624
H: 0.930 -1.936 4.462
C: -1.457 -0.735 3.451
H: 3.759 5.520 -0.637
C: -1.559 -2.795 -4.215
H: 0.268 3.338 -4.688
S: -1.384 0.356 -0.591
C: 1.912 -4.609 -1.394
C: -5.075 -1.230 -1.424
H: 6.459 2.750 1.189
H: -6.208 -1.054 -3.232
C: -2.255 -3.349 -3.153
H: 4.247 -0.229 1.816
H: 0.764 2.678 -2.374
H: 1.259 2.879 3.670
H: -1.497 6.002 4.632
C: 4.012 -1.833 -0.785
H: 3.160 -2.114 -0.179
C: 3.413 -6.115 -0.263
H: 2.513 -1.375 5.076
H: -2.265 -3.754 -1.049
C: -0.932 -1.410 2.378
C: -2.618 -2.692 4.268
H: 1.458 -4.267 -2.315
C: 3.729 -0.220 2.771
C: -1.277 -2.787 2.233
H: -2.131 -6.563 1.818
C: -1.713 -3.327 -1.875
C: -2.099 -3.445 3.189
C: 1.457 1.780 -5.555
H: -5.226 5.212 -2.256
H: 0.448 4.612 5.255
Cl: -1.975 1.194 -3.541
C: -2.377 -4.820 3.025
C: -3.627 4.709 -0.923
C: -6.664 2.865 1.481
Co: 0.243 -0.580 1.017
H: -2.848 5.144 -1.537
C: -2.314 -1.364 4.380
Cl: -3.761 -1.474 0.868
H: 1.153 -1.658 -2.542
C: -2.852 -0.184 -1.361
C: 2.151 -4.499 0.989
H: -2.967 -5.327 3.781
P: 0.330 -2.656 -0.017
S: 2.444 -1.485 2.685
C: -5.576 3.529 0.675
C: 5.074 -2.716 -0.948
H: 5.071 0.894 0.425
C: -1.134 5.246 3.946
H: -7.621 2.958 0.969
C: -3.823 2.718 2.309
H: 0.207 -1.726 -4.817
H: 1.338 -0.206 4.382
C: -4.238 3.479 1.080
H: 4.127 -6.928 -0.294
H: 5.032 -3.698 -0.492
H: 1.880 -4.054 1.935
C: 1.554 -4.026 -0.183
C: 6.171 -2.333 -1.701
H: -1.986 -2.812 -5.211
H: 7.065 -0.767 -2.872
C: 2.269 0.687 -5.292
H: -3.557 3.392 3.128
C: 5.132 -0.207 -2.138
H: 1.214 2.052 -6.575
C: 4.758 1.905 0.201
H: 3.074 -6.119 -2.377
C: -1.294 4.129 1.800
C: -0.040 4.469 4.299
H: 4.422 -0.470 3.573
C: 0.207 -2.156 -2.724
C: -0.468 -2.748 -1.656
C: 0.419 3.511 3.410
H: -2.947 2.109 2.082
C: -1.111 -4.862 0.981
O: 0.831 1.211 1.785
C: -1.904 -5.511 1.942
H: -2.738 -0.778 5.188
C: 1.232 2.148 -3.190
H: -3.274 -3.179 4.981
C: 4.018 -0.580 -1.385
N: -1.881 4.040 0.559
C: -3.898 -0.916 -0.762
C: 3.073 -5.529 0.950
As: 2.453 0.595 -1.039
H: -5.839 -1.785 -0.895
C: -4.950 4.743 -1.319
H: -2.613 5.682 2.456
C: 3.250 3.448 -0.812
H: -6.455 1.801 1.604
H: -1.224 0.315 3.603
H: 2.655 0.089 -6.109
H: 7.007 -3.010 -1.829
C: 6.203 -1.073 -2.290
O: 0.458 2.548 0.028
C: -5.278 -0.823 -2.729
C: 5.209 4.264 0.324
C: -3.263 4.093 0.273
C: -4.285 -0.098 -3.364
H: -6.759 3.311 2.474
C: 0.933 2.505 -4.496
C: 4.048 4.503 -0.397
C: -3.118 0.214 -2.694
C: 3.590 2.127 -0.526
H: -3.229 -3.792 -3.316
C: 1.736 -1.218 4.327
H: 3.208 -0.521 -3.806
H: 2.345 3.661 -1.356
C: 2.828 -5.653 -1.431
H: -4.411 0.244 -4.383
C: -1.758 5.072 2.727
H: 5.154 0.771 -2.607
H: -0.729 -5.420 0.134
H: -6.958 4.186 -0.824
H: -4.611 2.054 2.653
C: -0.804 -3.530 1.124
C: -0.328 -2.191 -3.999
H: 3.268 0.753 2.934
H: 5.840 5.086 0.640
H: -1.345 3.453 -0.074
C: 2.088 1.085 -2.911

* net charge: -1
* <S²>: 0.83
* HOMO-LUMO gap (spin up / spin down): 6.49 / 6.59 eV
* multiplicity: 2
* energy relative to the best compared isomer or geometry (same formula, charge and spin): 13.41 kJ/mol
* lowest unoccupied orbital energy (spin up / spin down): 2.29 / 2.29 eV